1.
CHN3O4 in the gas phase. Source: the Open Molecules 2025 dataset; level of theory: ωB97M-V/def2-TZVPD.

E_HOMO (spin up / spin down) in eV: -10.24 / -10.24
Energy above the lowest of the compared OMol25 structures with the same formula, charge and spin in kcal per mole: 76.1
Multiplicity: 1
Total charge: 0
Kohn-Sham gap (spin up / spin down) in eV: 8.10 / 8.10
LUMO level (spin up / spin down) in eV: -2.1 / -2.1

Structure (XYZ):
```
9
Properties=species:S:1:pos:R:3:forces:R:3:mulliken_charge:R:1
C -0.123746 -0.265832 0.177942 5.3 5.8 -3.4 0.81
N 0.024554 -0.302924 1.569100 -0.2 -0.3 2.5 0.00
N -1.524085 0.523363 -0.162892 -1.8 0.6 1.2 0.16
N -0.363323 -1.451126 -0.359215 -0.3 -4.0 -1.9 -0.12
O 0.990656 0.173807 2.096619 -0.6 0.0 -1.1 -0.24
O -1.594379 1.115824 -1.142630 1.1 -0.4 -0.2 -0.14
O 0.186884 -1.820896 -1.377853 -0.4 0.8 0.9 -0.24
O 1.126396 0.619946 -0.668616 -3.0 -2.3 1.8 -0.51
H 1.277040 1.407838 -0.132451 -0.1 -0.1 0.3 0.29
```
Positions in Å, forces in eV/Å.

***

2.
A molecular structure, C16H22ClFeO. Source: the Open Molecules 2025 dataset; level of theory: ωB97M-V/def2-TZVPD.

⟨S²⟩: 8.794
E_HOMO (spin up / spin down) in eV: 3.21 / -1.18
Multiplicity: 6
Total charge: -2
Kohn-Sham gap (spin up / spin down) in eV: 1.85 / 6.16
LUMO level (spin up / spin down) in eV: 5.1 / 5.0

Structure (XYZ):
```
41
Properties=species:S:1:pos:R:3:forces:R:3:mulliken_charge:R:1
Fe 0.227787 -0.059105 0.400637 -0.4 2.2 -0.9 0.81
C 0.723533 -1.729003 1.525908 -0.4 -1.4 0.0 -0.53
C -0.695240 -1.531132 1.507716 0.0 -1.9 -0.3 -0.93
C -1.142813 -1.658136 0.143280 0.1 -2.0 0.0 -0.84
H -1.310569 -1.406724 2.392866 0.0 0.3 -0.3 0.49
C 0.000336 -1.952128 -0.671897 -0.4 -1.1 1.1 0.75
C 1.146413 -1.981753 0.175995 -0.7 -2.1 0.4 -1.25
H 2.150963 -2.262187 -0.126853 -0.2 0.4 0.0 0.57
H 1.342899 -1.761390 2.419683 -0.1 0.2 -0.3 0.42
H -2.172371 -1.672850 -0.199679 0.3 0.3 0.1 0.68
H -0.029244 -2.254621 -1.713234 0.1 0.5 0.3 0.37
C 1.372545 1.668160 0.792232 1.9 0.3 -0.9 -0.70
C 2.184183 0.497443 0.478512 1.1 2.1 -0.4 -0.71
C 2.194604 0.369156 -0.961265 1.0 1.3 0.5 -1.10
H 2.820397 -0.019563 1.197573 -0.4 0.0 -0.3 0.59
C 1.565542 1.515138 -1.512525 0.2 0.3 0.9 0.43
C 1.003037 2.275739 -0.458244 1.1 -0.1 -0.1 -1.11
H 0.376773 3.156392 -0.586435 0.2 -0.2 0.1 0.53
H 1.258645 2.096381 1.787844 -0.2 -0.2 -0.3 0.56
H 2.708406 -0.400602 -1.544177 -0.3 0.3 0.3 0.41
H 1.598600 1.815732 -2.554418 -0.5 -0.4 0.2 0.76
O -0.743582 0.451790 -2.453520 -1.1 0.1 0.2 0.95
C -0.834813 0.228596 -3.858805 -0.9 -0.1 -0.9 6.21
C -2.383044 0.398345 -3.853670 0.5 0.0 0.1 -3.18
C -0.368288 -1.147937 -4.260566 0.2 0.2 -0.3 -4.16
C -0.155066 1.316735 -4.670066 0.2 -0.2 -0.2 -4.15
C -2.161607 0.814631 -2.404906 0.5 -0.2 0.3 -0.35
H -2.943139 -0.537750 -3.970378 0.1 0.3 -0.1 0.27
H -2.750901 1.192473 -4.501579 -0.1 -0.2 -0.1 0.45
H -2.242736 1.894408 -2.246033 -0.2 -0.1 0.2 0.22
H -2.697871 0.230982 -1.650503 0.1 0.4 0.0 0.19
H -0.845075 -1.403747 -5.215205 0.2 -0.1 0.1 0.85
H -0.639364 -1.882317 -3.494857 0.0 0.1 -0.4 -0.06
H 0.719013 -1.099231 -4.392272 -0.1 -0.5 0.0 0.21
H -0.548495 1.316961 -5.695070 0.1 0.0 0.2 0.58
H 0.916777 1.110589 -4.722152 0.1 0.2 0.0 0.20
H -0.310076 2.299344 -4.219933 -0.1 0.0 -0.1 0.45
Cl -2.942602 0.585223 1.116741 -2.2 -0.4 0.3 -0.29
C -1.291607 1.114960 1.038967 0.5 1.8 0.2 -1.20
H -1.306636 2.035887 0.439092 -0.1 -0.1 0.4 0.31
H -1.000213 1.344712 2.075796 -0.1 0.3 -0.1 0.32
```
Positions in Å, forces in eV/Å.

***

3.
C5H5OP in the gas phase. Source: the Open Molecules 2025 dataset; level of theory: ωB97M-V/def2-TZVPD.

E_HOMO in eV: -8.21
Energy above the lowest of the compared OMol25 structures with the same formula, charge and spin in kcal per mole: 0.1
Multiplicity: 1
Total charge: 0
Kohn-Sham gap in eV: 7.92
LUMO level in eV: -0.3

Structure (XYZ):
```
12
Properties=species:S:1:pos:R:3:forces:R:3:mulliken_charge:R:1
C 0.474618 0.878566 0.832003 1.2 -0.9 -0.5 -0.20
C 1.180111 1.702839 -0.154378 0.0 0.6 1.7 -0.45
C -0.058283 -0.302304 0.492896 -1.3 0.2 2.5 -0.18
C -0.288784 -0.840746 -0.864679 -0.5 0.2 1.0 -0.43
C 1.480330 1.575278 -1.411569 -0.5 0.8 -1.6 0.44
O 1.675993 1.791782 -2.539378 0.3 -0.8 0.3 -0.38
P -1.453313 -0.036545 -1.772066 0.6 0.8 1.7 0.05
H 0.609378 1.073255 1.912394 -0.3 0.4 -0.9 0.33
H 1.572964 2.675793 0.131523 0.0 0.0 0.3 0.29
H -0.582938 -0.767891 1.426787 1.0 0.1 -2.1 0.22
H 0.215174 -1.799957 -1.028901 -0.5 0.2 -0.4 0.32
H -1.604183 -1.031212 -2.637669 -0.1 -1.5 -2.0 -0.02
```
Positions in Å, forces in eV/Å.

***

4.
C4H4O2S in the gas phase. Source: the Open Molecules 2025 dataset; level of theory: ωB97M-V/def2-TZVPD.

E_HOMO in eV: -8.71
Energy above the lowest of the compared OMol25 structures with the same formula, charge and spin in kcal per mole: 24.0
Multiplicity: 1
Total charge: 0
Kohn-Sham gap in eV: 9.30
LUMO level in eV: 0.6

Structure (XYZ):
```
11
Properties=species:S:1:pos:R:3:forces:R:3:mulliken_charge:R:1
C -0.595614 0.231814 0.152434 0.0 0.1 0.5 0.10
C -0.705525 0.650846 -1.129478 -0.7 0.4 -0.5 -0.31
C 1.110712 -0.574887 -1.050705 -0.2 0.2 0.3 -0.61
C 0.598190 -0.570232 0.206918 0.1 0.1 -0.8 0.67
H -1.108402 1.602974 2.039370 0.0 -0.2 -0.2 0.17
H -1.468786 1.241647 -1.659879 0.6 -0.4 0.5 0.41
H 1.988350 -1.008254 -1.489505 0.0 0.0 -0.1 0.42
H 0.455815 -1.068695 2.001731 0.2 -0.1 0.0 0.30
O 0.304934 0.183217 -1.869869 0.2 -0.2 0.0 -0.32
O 1.106156 -1.187527 1.289447 -0.3 0.0 0.3 -0.52
S -1.685831 0.499097 1.509536 0.1 0.1 0.0 -0.29
```
Positions in Å, forces in eV/Å.

***

5.
2 unconnected molecules or ions with the total composition C3H8N2OS. Source: the Open Molecules 2025 dataset; level of theory: ωB97M-V/def2-TZVPD.

E_HOMO in eV: -8.13
Energy above the lowest of the compared OMol25 structures with the same formula, charge and spin in kcal per mole: 103.4
Multiplicity: 1
Total charge: 0
Kohn-Sham gap in eV: 8.96
LUMO level in eV: 0.8

Structure (XYZ):
```
15
Properties=species:S:1:pos:R:3:forces:R:3:mulliken_charge:R:1
C 1.895091 0.643477 0.718738 0.7 -0.4 0.0 -0.25
C -0.244729 0.503674 0.068275 -3.3 -2.6 -0.2 0.11
C -1.698075 -1.236412 0.190344 2.9 2.6 -0.1 -0.91
N 1.858483 0.755336 -0.724860 0.1 0.5 -0.1 -0.38
N 0.562078 0.278336 -1.082665 0.3 -0.3 -0.2 -0.21
O 0.542475 0.653032 1.170737 -0.2 0.2 0.1 -0.36
S -1.403374 1.883237 -0.100339 0.2 0.3 0.4 -0.23
H 2.352566 -0.312062 1.005668 -0.1 0.1 0.0 0.23
H 2.432159 1.468058 1.186907 0.0 0.0 -0.1 0.30
H -1.048375 -2.071378 0.383375 0.0 -0.3 0.0 0.30
H -2.134486 -1.194532 -0.787705 -0.2 0.0 -0.3 0.37
H -2.312893 -0.930274 1.013086 -0.2 0.1 0.2 0.33
H 1.906305 1.732688 -1.019056 -0.1 -0.3 0.2 0.31
H 0.619768 -0.701334 -1.344962 0.0 0.2 0.3 0.29
H -2.026365 1.359395 -1.155535 0.0 0.0 -0.1 0.11
```
Positions in Å, forces in eV/Å.